[1]
Formula: C26H20ClIN6O7Y
Source: the OMol25 dataset
Level of theory: ωB97M-V with the def2-TZVPD basis set

Geometry as XYZ:
```
62
Properties=species:S:1:pos:R:3:forces:R:3
I 2.931087 -3.821057 -0.578315 -0.537 -0.416 0.041
Y 0.341856 -1.072343 -1.032459 1.357 0.555 -1.058
Cl 2.798705 4.437629 0.342371 0.437 0.348 -0.034
O 5.485786 3.363303 -0.769508 -0.560 -1.808 -1.770
O -0.157756 -3.015125 -1.901690 0.876 -3.418 -0.094
O -3.187028 0.065075 2.921689 0.425 -0.679 -0.463
O 1.973484 -0.890226 -2.562926 0.698 0.403 -0.658
O 0.104881 -1.426845 1.108569 0.874 -0.607 -0.756
O 3.722142 0.295123 -3.509292 -1.712 -1.163 1.359
O 5.537849 1.805531 -2.434439 -0.593 -0.840 -0.348
N -1.145303 -0.195092 -2.972020 0.196 1.233 0.113
N 0.513512 -4.856849 -3.146874 0.250 0.864 0.582
N 1.651252 1.014989 -0.749405 -0.636 -0.611 0.571
N -1.682192 -0.208430 -0.350102 -0.167 -1.453 0.317
N 1.673208 2.125076 0.034304 -0.803 -0.957 -0.330
N -1.862680 -0.378133 0.971229 -1.397 0.781 -0.428
C -3.449018 0.229448 -3.465002 1.139 -0.270 -0.173
C 1.005421 -4.863007 -0.808187 0.448 -0.323 1.001
C 2.699936 2.912252 -0.348853 0.769 -0.735 0.430
C 2.848181 0.060761 -2.638296 0.749 -0.076 -0.572
C -0.691189 2.388653 0.841346 2.760 1.234 1.578
C -2.271540 -0.527325 3.620108 -1.358 1.109 0.562
C 2.727774 1.030807 -1.517685 1.077 2.196 0.263
C -2.626284 0.110689 -1.155599 -1.170 1.203 2.955
C -0.916538 -0.963823 1.711484 1.615 0.737 -0.686
C 3.519532 2.209250 -1.263733 -1.850 -0.376 0.870
C 0.105440 -1.146867 3.907915 -0.397 -0.382 4.276
C 0.712461 2.300034 1.133118 -0.705 0.389 -0.100
C -0.854772 -0.026160 -4.290962 -1.128 -0.920 2.095
C 0.398839 3.051760 3.382165 -1.831 0.365 0.433
C -0.958949 3.304865 3.131426 -0.090 -1.005 -1.728
C -1.493223 2.932059 1.849395 -1.073 -0.627 1.003
C 1.213740 2.518621 2.437698 1.491 -0.301 -2.402
C -0.983987 -0.898519 3.102651 -1.777 0.200 -0.491
C -2.538204 -0.712548 4.997502 1.315 -0.082 0.747
C -1.816883 0.148230 -5.250897 -1.033 0.309 0.248
C -3.169295 0.230541 -4.827079 0.438 -0.018 0.178
C 0.410998 -4.181237 -1.967411 -1.437 2.042 -2.134
C 4.964051 2.510563 -1.498064 0.166 2.005 1.382
C -0.139789 -1.084582 5.337932 1.507 -0.195 -2.288
C -2.380543 0.095547 -2.542632 -0.663 -0.577 -2.911
C -1.458664 -0.881572 5.831819 0.411 -0.566 1.897
H 0.173638 -0.154271 -4.425629 1.388 -0.135 -0.996
H -4.042288 0.304710 -5.484576 0.704 -0.075 -0.135
H 1.075463 -1.411147 3.507391 -0.074 0.104 0.017
H -2.614234 2.915331 1.701363 1.443 0.424 0.187
H -2.659830 -0.003096 1.640448 -0.738 0.195 0.469
H -1.585048 -0.908990 6.994923 0.086 0.066 -2.386
H -3.525307 -0.609127 5.407241 -0.279 0.233 -0.190
H 4.823740 1.159260 -2.847567 1.174 1.002 0.065
H 0.733321 -1.231947 6.013102 -0.982 0.158 -0.483
H 0.803503 3.277440 4.333888 0.280 0.188 0.840
H 0.467843 -4.629095 0.159046 0.519 -0.590 -1.273
H 0.108395 -4.501129 -4.045616 0.822 -0.252 1.436
H -1.624695 3.699178 3.900925 0.292 -0.083 -0.294
H -4.472977 0.177624 -3.150803 -0.269 0.442 0.347
H 1.152783 -5.955405 -1.065645 -0.033 1.347 0.889
H -3.570879 0.544325 -0.733034 0.571 -0.846 -0.574
H -1.487647 0.187796 -6.272759 -0.266 0.121 -0.313
H 1.350816 -5.459695 -3.159880 -1.081 0.110 -0.517
H -0.971339 2.208975 -0.169357 -0.584 -0.039 -0.454
H 2.308446 2.398194 2.615250 -1.054 0.061 -0.113
```
Forces are in eV/Å.

Highest occupied orbital energy (spin up / spin down) in eV: -9.847 / -9.847
Net charge: +1


[2]
Formula: C2H6FNO
Source: the OMol25 dataset
Level of theory: ωB97M-V with the def2-TZVPD basis set

Geometry as XYZ:
```
11
Properties=species:S:1:pos:R:3:forces:R:3
F -2.886101 -3.267439 1.131526 2.235 1.608 -0.359
O 0.494634 0.229698 -0.791870 1.231 -1.937 0.974
N -0.939717 -2.234657 0.530344 0.996 -1.403 -1.189
C -2.143644 -2.041135 0.947646 -2.526 -0.475 0.526
C 0.412799 1.328242 0.025002 -0.746 1.573 2.563
H 0.111775 0.273047 -1.628148 -1.171 0.718 -1.966
H -0.475588 -1.442751 0.080143 -0.022 0.144 0.634
H -0.558547 1.281987 0.696030 1.813 0.339 -1.290
H -0.510565 -3.139235 0.275605 -0.564 0.266 0.354
H 0.520145 2.337182 -0.448448 -0.418 -0.918 -0.039
H 1.305327 1.255788 0.692620 -0.828 0.085 -0.206
```
Forces are in eV/Å.

Highest occupied orbital energy in eV: -9.189
Net charge: 0


[3]
Formula: C3H2ClFN2
Source: the OMol25 dataset
Level of theory: ωB97M-V with the def2-TZVPD basis set

Geometry as XYZ:
```
9
Properties=species:S:1:pos:R:3:forces:R:3
Cl 0.446340 -0.548099 -2.565355 -0.085 0.220 0.375
F -1.347741 2.001609 -0.855269 0.208 -0.389 1.177
N 0.584551 -0.770740 0.087997 -0.193 -1.068 0.906
N -0.578686 0.835333 1.134066 -1.357 0.426 -1.778
C 0.099970 -0.288386 1.266466 0.803 0.756 -0.481
C 0.094843 -0.143163 -0.947022 -3.865 6.118 1.427
C -0.731019 1.034888 -0.164843 3.030 -3.783 -3.809
H 1.241453 -1.461449 -0.188111 0.560 -1.156 1.081
H 0.190287 -0.659994 2.232071 0.899 -1.124 1.102
```
Forces are in eV/Å.

Highest occupied orbital energy in eV: -8.044
Net charge: 0
Structure (SMILES): Fc1nc[nH]c1Cl


[4]
Formula: C20H18BF2MoN6O2S
Source: the OMol25 dataset
Level of theory: ωB97M-V with the def2-TZVPD basis set

Geometry as XYZ:
```
51
Properties=species:S:1:pos:R:3:forces:R:3
Mo 0.014584 0.039823 -0.050624 -0.371 -0.508 1.013
S -1.148988 0.169528 1.985500 0.445 0.029 -0.530
F 1.812616 -1.930165 -1.563723 0.100 0.241 0.145
F 2.439495 -1.800380 0.603074 -0.136 0.125 -0.262
O -0.634568 -0.270332 -1.932481 -0.128 -0.021 -0.003
O -0.039309 1.789049 -1.000985 -0.287 0.595 -0.296
N -0.353633 -4.996912 2.278897 -0.088 0.134 -0.115
N 1.418054 1.220416 1.130571 0.199 0.456 0.052
N -1.935416 -4.518699 0.678969 -0.056 0.058 -0.106
N -0.787668 -2.019353 0.281564 -0.419 -0.059 -0.305
N -0.434512 1.907458 -2.232061 0.289 0.208 0.343
N -0.756623 0.791912 -2.696711 -0.073 -0.219 -0.632
C 2.590190 1.632066 0.633159 -0.054 0.008 -0.069
C 0.049721 2.904430 4.718465 -0.137 -0.059 0.011
C -0.720129 1.963765 4.005924 -0.061 0.033 0.126
C -0.934354 -0.625394 -4.652395 0.019 -0.097 -0.005
C -1.598845 1.706828 -4.808040 -0.010 0.107 0.116
C 3.412719 2.538962 1.330120 0.116 -0.036 -0.082
C 0.998787 1.781257 2.331169 0.027 -0.102 -0.156
C 3.022241 3.066272 2.519016 0.058 0.101 0.092
C -1.249534 -0.793757 -5.992552 0.008 -0.031 -0.004
C -1.112073 0.625496 -4.092362 -0.082 -0.097 0.213
C -1.861419 -2.413465 -0.435540 0.164 -0.081 0.090
C -1.731426 0.272898 -6.736338 -0.004 0.018 -0.001
C -0.872500 -4.130565 1.377068 0.003 -0.259 0.153
C -1.906441 1.518079 -6.143772 -0.017 0.006 -0.052
C 1.278036 3.264891 4.252206 0.087 0.040 0.006
C -0.307944 -2.858267 1.190310 0.096 0.252 0.061
C 3.090004 1.192729 -0.716200 -0.053 -0.017 0.069
C 1.770671 2.711577 3.048386 0.007 0.005 0.018
C -0.255133 1.406323 2.843353 -0.038 -0.056 -0.013
C -2.414261 -3.654751 -0.208880 -0.025 -0.155 0.048
B 1.636828 -1.338987 -0.377284 0.419 -0.488 0.150
H -0.784601 -5.898475 2.379160 -0.010 -0.012 0.006
H 1.893139 3.978048 4.787953 -0.024 -0.025 -0.031
H -2.266571 -1.740202 -1.168105 -0.007 0.098 -0.043
H -0.336323 3.334281 5.633530 -0.010 -0.040 -0.033
H -1.693768 1.664391 4.375723 0.041 0.035 0.023
H 3.652532 3.769421 3.052182 -0.028 -0.032 -0.024
H 0.522921 -2.525071 1.796631 -0.010 -0.020 -0.035
H 4.358153 2.818285 0.886884 -0.025 -0.015 -0.001
H -1.737371 2.666433 -4.328287 0.008 -0.031 -0.033
H 2.320143 1.225706 -1.481932 0.000 -0.030 0.021
H 3.510111 0.187721 -0.673791 0.013 -0.089 0.020
H -2.291696 2.347808 -6.722153 0.019 -0.035 0.021
H -1.112245 -1.763523 -6.453332 -0.007 0.043 0.018
H 0.451335 -4.772319 2.832055 0.011 0.007 -0.007
H -0.550229 -1.441201 -4.056341 0.001 0.010 -0.023
H -3.289727 -3.961496 -0.768877 0.022 -0.011 0.016
H -1.974366 0.134739 -7.781715 0.001 0.008 0.027
H 3.896199 1.851832 -1.030372 0.007 0.009 0.002
```
Forces are in eV/Å.

Highest occupied orbital energy (spin up / spin down) in eV: -10.936 / -11.002
Net charge: +1